A structure of composition C9H8N4O, computed with the ωB97M-V functional and the def2-TZVPD basis.

Summary:
Net charge   0
HOMO   -9.14 eV

```
22
Properties=species:S:1:pos:R:3:nbo_charge:R:1
C 3.341 0.963 0.623 -0.019
C 1.380 1.752 0.617 0.197
C 2.497 -0.047 0.225 -0.071
C -0.657 -2.544 0.608 0.101
C 2.790 -1.415 -0.197 0.637
C 0.465 -1.760 0.011 0.227
C -1.487 -0.573 1.068 -0.147
C 0.070 -0.317 -0.215 0.036
C -0.442 0.090 -1.585 -0.639
N 2.592 2.106 0.921 -0.432
N -1.511 -1.871 1.220 -0.382
N 1.629 -2.275 0.038 -0.415
N 1.203 0.453 0.257 -0.348
O 3.825 -1.850 -0.634 -0.500
H 4.437 0.794 0.813 0.231
H 0.598 2.327 0.886 0.187
H -0.630 -3.674 0.672 0.219
H -1.285 -0.026 2.095 0.227
H -2.247 -0.152 0.393 0.213
H 0.032 0.933 -1.994 0.238
H -1.514 0.336 -1.530 0.214
H -0.413 -0.801 -2.258 0.227
```



The ion C9H8NO2 with charge +1, computed with the ωB97M-V functional and the def2-TZVPD basis.

Summary:
Net charge   +1
HOMO   -13.05 eV

```
20
Properties=species:S:1:pos:R:3:nbo_charge:R:1
C -0.690 2.619 0.334 -0.055
C 0.704 2.596 0.372 -0.223
C -1.416 1.448 0.149 -0.213
C 1.369 1.403 0.257 -0.081
C -0.788 0.219 0.057 0.089
C 0.641 0.184 0.132 -0.174
C -1.584 -1.016 -0.175 -0.379
C 1.609 -2.406 0.098 -0.115
C 1.367 -0.985 0.096 0.578
N -1.012 -1.808 -1.279 0.133
O -1.760 -2.399 -1.988 -0.194
O 2.601 -1.343 0.072 -0.330
H -1.216 3.555 0.445 0.247
H 1.261 3.512 0.491 0.252
H -2.492 1.502 0.094 0.245
H 2.446 1.355 0.292 0.243
H -1.490 -1.703 0.676 0.256
H -2.647 -0.795 -0.322 0.243
H 1.572 -2.966 1.025 0.233
H 1.525 -2.971 -0.823 0.245
```



A cluster of 2 separate species, C9H8O2S in total, computed with the ωB97M-V functional and the def2-TZVPD basis.

Summary:
Net charge   0
HOMO (spin up / spin down)   -6.42 / -9.99 eV
<S²>   2.04
Spin multiplicity   3

```
20
Properties=species:S:1:pos:R:3:nbo_charge:R:1
C -2.843 0.400 1.063 -0.164
C -2.471 -0.021 -0.265 -0.216
C -1.859 0.978 1.904 -0.216
C -1.203 0.047 -0.750 -0.193
C -0.574 0.935 1.429 -0.172
C -0.260 0.602 0.107 -0.074
C 2.494 -1.457 -2.434 -0.241
C 1.844 -2.042 -1.625 -0.266
C 1.126 0.705 -0.400 -0.505
O 2.145 0.189 2.031 -0.875
O 3.632 0.517 0.188 -0.866
S 2.296 0.298 0.592 1.864
H -3.856 0.249 1.530 0.225
H -3.180 -0.531 -0.915 0.219
H -2.139 1.202 2.943 0.229
H -0.959 -0.081 -1.824 0.229
H 0.263 1.155 2.128 0.256
H 2.936 -0.908 -3.265 0.248
H 1.314 -2.785 -1.006 0.255
H 1.296 0.549 -1.430 0.265
```



An isolated molecule of C9H8OS, computed with the ωB97M-V functional and the def2-TZVPD basis.

Summary:
Net charge   0
HOMO   -7.79 eV
SMILES   O=C=C1C=CC=C[C@@]12C[C@@H]2S

```
19
Properties=species:S:1:pos:R:3:nbo_charge:R:1
C -1.458 -1.757 -1.272 -0.272
C -0.149 -1.510 -1.747 -0.221
C -1.886 -0.900 -0.342 -0.108
C 0.812 -0.750 -1.201 -0.161
C -1.005 0.238 0.033 -0.363
C 0.465 0.265 -0.096 -0.086
C -1.650 1.270 0.480 0.734
C 0.976 1.663 0.224 -0.404
C 1.016 0.564 1.286 -0.367
O -2.440 1.998 0.942 -0.449
S 2.537 -0.145 1.803 0.013
H -1.946 -2.737 -1.533 0.232
H 0.210 -2.229 -2.533 0.217
H -2.808 -0.939 0.260 0.219
H 1.931 -0.819 -1.549 0.229
H 1.951 1.978 -0.099 0.233
H 0.237 2.395 0.307 0.206
H 0.430 0.852 2.194 0.238
H 2.778 0.562 2.843 0.110
```



A structure of composition C9H9BCl4NO2SnTe, computed with the ωB97M-V functional and the def2-TZVPD basis.

Summary:
Net charge   -1
HOMO   -4.98 eV

```
28
Properties=species:S:1:pos:R:3:nbo_charge:R:1
Sn 1.844 -0.443 0.337 1.331
Cl 0.834 6.340 0.278 0.015
C 0.502 4.711 -0.140 -0.125
C 0.258 4.374 -1.446 -0.066
Cl 0.164 5.553 -2.756 0.000
C 0.312 2.997 -1.779 -0.174
Cl 0.060 2.590 -3.439 -0.003
C 0.744 2.049 -0.897 0.319
O 0.940 0.815 -1.247 -0.881
C 0.998 2.384 0.476 0.256
O 1.383 1.362 1.239 -0.861
C 0.828 3.717 0.836 -0.131
Cl 1.473 4.092 2.378 0.019
B 0.824 -4.451 2.122 -0.589
C 0.951 -2.887 2.492 0.295
N 1.007 -1.739 2.670 -0.614
H 1.408 -5.081 2.936 0.003
H -0.278 -4.827 2.359 -0.003
H 0.955 -4.531 0.899 -0.017
C -1.528 -0.905 -2.098 -0.881
Te -1.244 -0.884 -0.053 0.608
C -1.806 -2.855 0.428 -0.897
H -2.464 -1.420 -2.269 0.222
H -0.607 -1.297 -2.578 0.242
H -1.716 0.090 -2.267 0.231
H -1.246 -3.684 0.020 0.245
H -2.775 -3.078 0.040 0.210
H -1.821 -2.992 1.461 0.248
```



A structure of composition C9H9BaF3O13P, computed with the ωB97M-V functional and the def2-TZVPD basis.

Summary:
Net charge   0
HOMO (spin up / spin down)   -6.87 / -6.67 eV
<S²>   0.76
Spin multiplicity   2

```
36
Properties=species:S:1:pos:R:3:mulliken_charge:R:1
Ba -0.573 1.017 -0.363 1.897
P -1.246 -0.335 -2.898 0.410
O 0.228 0.197 -2.862 -0.198
O -1.734 -1.063 -1.611 -0.680
O -1.672 -0.409 -4.404 -0.735
O -1.635 1.164 -2.656 -0.579
C 1.140 -4.973 0.401 -0.433
C -0.355 -4.867 0.476 0.399
O -0.564 -3.470 0.417 -0.268
C 0.548 -2.802 0.374 0.568
O 0.549 -1.592 0.406 -0.497
O 1.567 -3.624 0.260 -0.324
F -0.573 -5.331 1.689 -0.292
H 1.362 -5.547 -0.499 0.258
H 1.644 -5.554 1.174 0.256
H -0.850 -5.543 -0.221 0.304
C -3.875 2.491 4.506 -0.382
C -3.706 1.004 4.508 0.293
O -3.580 0.777 3.063 -0.257
C -3.013 1.802 2.556 0.578
O -2.449 1.922 1.501 -0.532
O -3.141 2.814 3.427 -0.316
F -4.772 0.363 4.988 -0.259
H -3.508 2.951 5.424 0.265
H -4.903 2.842 4.415 0.284
H -2.841 0.669 5.081 0.274
C 3.820 2.284 -3.869 -0.420
C 4.635 2.949 -2.734 0.321
O 3.914 2.669 -1.621 -0.301
C 2.730 2.208 -1.885 0.454
O 1.834 1.990 -1.109 -0.380
O 2.652 1.945 -3.225 -0.264
F 4.741 4.212 -3.019 -0.291
H 4.235 1.353 -4.256 0.287
H 3.757 2.968 -4.715 0.270
H 5.637 2.519 -2.720 0.289
```



A structure of composition C9H9Br9F2O6, computed with the ωB97M-V functional and the def2-TZVPD basis.

Summary:
Net charge   0
HOMO   -10.00 eV

```
35
Properties=species:S:1:pos:R:3:nbo_charge:R:1
C 1.616 2.814 -3.793 -0.142
C 1.012 2.175 -5.035 0.430
O 0.744 0.870 -4.652 -0.484
C 1.466 0.564 -3.533 0.975
O 1.603 -0.520 -3.089 -0.555
O 1.964 1.690 -2.983 -0.495
F 1.959 2.120 -6.035 -0.349
H 0.935 3.473 -3.254 0.210
H 2.494 3.389 -4.086 0.224
H 0.135 2.673 -5.431 0.174
C -1.441 -3.637 1.284 -0.139
C -1.301 -4.987 1.945 0.429
O -1.748 -4.766 3.251 -0.491
C -1.693 -3.422 3.534 0.975
O -1.817 -2.958 4.600 -0.545
O -1.524 -2.720 2.391 -0.497
F 0.013 -5.373 1.980 -0.345
H -2.325 -3.521 0.661 0.205
H -0.557 -3.396 0.700 0.228
H -1.850 -5.797 1.470 0.172
C -2.978 0.489 3.463 -0.513
Br -4.293 -0.801 3.975 0.099
Br -2.127 1.255 4.987 0.102
Br -3.718 1.832 2.310 0.080
H -2.227 -0.037 2.893 0.229
C 2.270 3.722 -0.341 -0.511
Br 2.339 4.164 1.515 0.123
Br 3.992 3.066 -0.954 0.085
Br 1.638 5.196 -1.383 0.091
H 1.605 2.887 -0.503 0.221
C 0.865 -0.064 0.766 -0.505
Br 1.506 -1.254 2.132 0.110
Br -0.049 1.442 1.537 0.088
Br -0.242 -0.881 -0.571 0.099
H 1.735 0.310 0.248 0.223
```



A structure of composition C9H9BrN3S, computed with the ωB97M-V functional and the def2-TZVPD basis.

Summary:
Net charge   +1
HOMO   -12.66 eV

```
23
Properties=species:S:1:pos:R:3:nbo_charge:R:1
C -3.345 -0.376 2.522 -0.237
C -2.110 -0.093 3.209 -0.112
C -3.351 -0.922 1.248 0.061
C 1.598 1.564 -2.778 -0.348
C 3.953 1.283 -3.090 -0.066
C -0.888 -0.387 2.456 -0.101
C 2.162 0.647 -1.973 -0.053
C -0.936 -0.995 1.225 -0.071
C 1.400 0.044 -0.997 0.214
N -2.182 -1.196 0.720 -0.429
N 3.507 0.518 -2.187 -0.377
N 1.401 -0.968 -0.242 -0.638
S 2.664 2.218 -3.887 0.457
Br 0.835 0.105 3.295 0.104
H -4.340 -0.223 2.967 0.255
H -2.144 0.556 4.113 0.267
H -4.293 -1.217 0.757 0.250
H 0.628 1.952 -2.971 0.253
H 4.895 1.341 -3.558 0.230
H 0.426 0.540 -0.857 0.166
H 2.155 -1.639 -0.303 0.392
H 0.254 -1.108 0.543 0.349
H -2.290 -1.644 -0.213 0.433
```



A structure of composition C9H9F9GaI2, computed with the ωB97M-V functional and the def2-TZVPD basis.

Summary:
Net charge   -1
HOMO   -5.07 eV

```
30
Properties=species:S:1:pos:R:3:nbo_charge:R:1
C -1.609 -3.941 0.421 -0.673
C -2.041 -2.591 -0.151 -0.225
I -1.386 -2.111 -2.135 0.112
C -2.779 -1.740 0.517 -0.546
I -3.507 -2.210 2.485 0.041
Ga -3.319 0.131 -0.231 0.848
C -1.704 1.425 -0.170 -0.878
C -0.552 0.983 0.785 -0.485
C 0.802 0.759 0.123 0.646
F 1.343 -0.382 0.669 -0.350
F 0.727 0.510 -1.193 -0.319
C 1.833 1.895 0.321 0.579
F 1.482 2.883 -0.513 -0.305
F 1.762 2.433 1.548 -0.309
C 3.324 1.513 0.117 0.553
F 3.787 0.739 1.081 -0.287
F 4.019 2.670 0.227 -0.315
C 3.710 0.931 -1.270 0.922
F 3.393 -0.325 -1.403 -0.287
F 3.237 1.649 -2.253 -0.293
F 5.046 0.994 -1.369 -0.324
H -2.302 -4.746 0.162 0.216
H -1.493 -3.848 1.503 0.224
H -0.596 -4.137 0.044 0.213
H -4.588 0.730 0.574 -0.325
H -3.775 0.024 -1.776 -0.318
H -1.392 1.622 -1.200 0.218
H -2.109 2.373 0.212 0.205
H -0.499 1.723 1.590 0.226
H -0.815 0.043 1.287 0.235
```



A structure of composition C9H9IrN5S2, computed with the ωB97M-V functional and the def2-TZVPD basis.

Summary:
Net charge   +2
HOMO (spin up / spin down)   -15.72 / -16.60 eV
<S²>   8.80
Spin multiplicity   6

```
26
Properties=species:S:1:pos:R:3:nbo_charge:R:1
Ir -0.021 0.015 -1.929 1.013
C -0.417 -0.980 2.464 -0.716
C -0.193 -0.368 1.137 0.403
N -0.819 -0.757 0.022 -0.316
N -1.813 -1.585 0.112 -0.156
C -2.456 -1.746 -1.124 0.252
N -3.455 -2.588 -1.063 -0.624
S -2.097 -0.903 -2.567 0.024
C 0.681 0.778 0.920 0.085
C 1.363 1.393 1.954 -0.132
C 2.065 2.573 1.702 -0.108
C 2.054 3.098 0.428 -0.170
C 1.373 2.416 -0.581 0.095
N 0.715 1.286 -0.347 -0.507
H -1.165 -1.763 2.418 0.279
H -0.729 -0.221 3.185 0.283
H 0.524 -1.405 2.829 0.286
H -3.691 -3.036 -0.186 0.449
H -4.017 -2.797 -1.879 0.450
H 1.343 0.968 2.947 0.260
H 2.599 3.070 2.501 0.271
H 2.558 4.026 0.194 0.274
H 1.363 2.792 -1.597 0.241
S 1.655 -1.561 -2.374 0.259
C 1.392 -1.428 -4.016 -0.080
N 1.189 -1.278 -5.149 -0.114
```



The ion C9H9N2O with charge +1, computed with the ωB97M-V functional and the def2-TZVPD basis.

Summary:
Net charge   +1
HOMO (spin up / spin down)   -12.58 / -12.42 eV

```
21
Properties=species:S:1:pos:R:3:nbo_charge:R:1
C -2.369 -0.165 -0.170 -0.180
C -2.004 -1.521 -0.176 -0.117
C -1.424 0.817 -0.096 -0.185
C -0.678 -1.895 -0.099 -0.243
C -0.045 0.479 0.024 0.116
C 0.303 -0.915 -0.007 0.230
C 2.551 -0.212 -0.131 0.983
C 2.213 -2.409 0.276 -0.142
C 0.979 2.706 0.016 -0.458
N 0.930 1.320 0.255 -0.319
N 1.673 -1.209 -0.013 -0.465
O 3.604 0.189 -0.367 -0.335
H -3.412 0.100 -0.232 0.246
H -2.769 -2.276 -0.259 0.244
H -1.695 1.860 -0.071 0.240
H -0.413 -2.939 -0.144 0.242
H 3.252 -2.586 0.063 0.223
H 1.617 -3.162 0.761 0.220
H 1.992 2.971 -0.294 0.241
H 0.262 3.036 -0.742 0.214
H 0.793 3.237 0.954 0.246
```



A structure of composition C9H9N2O5SSc, computed with the ωB97M-V functional and the def2-TZVPD basis.

Summary:
Net charge   +2
HOMO   -16.78 eV

```
27
Properties=species:S:1:pos:R:3:nbo_charge:R:1
O 0.777 -1.210 1.539 -0.531
C 0.643 -0.173 0.768 0.133
Sc 2.421 -0.180 1.301 1.570
O 2.241 0.852 -2.005 -0.283
C 2.334 0.484 -0.907 0.459
C -0.390 0.381 -0.059 0.342
O -0.706 1.571 -0.194 -0.378
C -1.873 -1.576 0.071 0.341
O -2.649 -1.026 0.832 -0.416
C -0.950 -0.776 -0.834 0.373
O -0.695 -1.033 -1.996 -0.352
H -1.763 -2.568 -0.045 0.168
S 2.161 1.863 2.534 -0.189
C 0.454 2.308 2.678 0.408
N 0.114 3.556 2.344 -0.522
C -1.287 3.933 2.141 -0.232
C -2.118 3.307 3.241 -0.437
C -1.909 1.804 3.276 -0.230
N -0.482 1.475 3.150 -0.553
H 0.827 4.055 1.824 0.437
H -1.618 3.579 1.158 0.227
H -1.331 5.023 2.167 0.255
H -3.177 3.531 3.082 0.270
H -1.829 3.734 4.209 0.238
H -2.458 1.313 2.459 0.229
H -2.269 1.377 4.220 0.251
H -0.196 0.528 3.379 0.424
```